(1)
Entry from OMol25: C27H26BFI2NO9 as an isolated structure (ωB97M-V/def2-TZVPD).

Cartesian coordinates (Å):
C  3.09745  3.37384  1.10325
C  1.72892  2.70504  1.33482
C  1.54835  1.44148  0.52350
F  2.69664  0.65695  0.70036
N  0.43453  0.64665  0.95653
C  0.51749  -0.73401  0.83461
I  0.42598  -1.71873  2.74075
C  0.66722  -1.42790  -0.28633
C  0.68599  -0.77854  -1.64045
I  0.83060  -3.51595  -0.33987
C  -0.92479  1.25691  0.89998
B  -1.17775  2.17245  -0.38289
C  -1.21325  3.74127  -0.45225
O  -1.43391  1.48912  -1.59292
C  -1.29574  1.90851  2.28035
O  -1.03630  3.12157  2.43838
O  -1.82142  1.11038  3.09489
H  2.97585  4.28701  0.51885
H  3.80540  2.74890  0.56947
H  3.50607  3.68802  2.05895
H  1.58856  2.46402  2.38441
H  0.94538  3.41969  1.11693
H  1.55717  1.68952  -0.55261
H  1.40893  0.03150  -1.70319
H  0.99932  -1.51425  -2.37619
H  -0.30748  -0.46609  -1.93683
H  -1.62099  0.42197  0.80705
H  -1.77675  4.03532  -1.34411
H  -1.68621  4.18996  0.41381
H  -0.20602  4.14053  -0.58381
H  -0.71781  1.69357  -2.20478
C  5.89967  -0.10950  6.14673
C  5.58227  -1.20384  5.46304
C  4.28617  -1.31917  4.73903
O  4.01456  -2.32782  4.12860
C  3.35856  -0.15766  4.80819
C  3.68397  0.93548  5.49696
C  4.97333  1.04826  6.21700
O  5.27138  2.04498  6.84354
H  6.83628  -0.00631  6.68064
H  6.24157  -2.06049  5.39827
H  2.41210  -0.23151  4.27915
H  3.02446  1.79188  5.56114
C  -2.76630  2.06305  -5.84664
C  -2.26735  1.28624  -4.88802
C  -1.29541  0.20789  -5.20460
O  -0.83904  -0.50272  -4.33673
C  -0.90682  0.02818  -6.62770
C  -1.40755  0.80604  -7.58278
C  -2.37632  1.88675  -7.26720
O  -2.83023  2.59499  -8.14102
H  -3.47615  2.85394  -5.64051
H  -2.54424  1.39570  -3.84496
H  -0.19877  -0.76473  -6.83323
H  -1.13874  0.69413  -8.62554
C  -3.69929  -5.67935  -1.09532
C  -2.97981  -4.56198  -1.03410
C  -3.20433  -3.56020  0.04125
O  -2.55389  -2.54524  0.09866
C  -4.25854  -3.85848  1.04584
C  -4.97591  -4.97703  0.98127
C  -4.75281  -5.97501  -0.09346
O  -5.40769  -6.99624  -0.15146
H  -3.55443  -6.42295  -1.86892
H  -2.20320  -4.32513  -1.75025
H  -4.40008  -3.11616  1.82136
H  -5.74885  -5.21467  1.70109

Summary:
* total charge: -1
* orbital gap: 4.4 eV

(2)
Entry from OMol25: C27H26Cl2FeN4O4 as an isolated structure at a distorted geometry (ωB97M-V/def2-TZVPD).

Cartesian coordinates (Å):
Fe  -9.92869  -1.62248  16.19870
C  -11.17062  -4.13587  12.51229
C  -10.71341  -3.01465  13.45273
N  -10.52404  -3.21461  14.72574
N  -10.75860  -4.42807  15.20300
C  -11.08318  -4.22579  16.51909
O  -11.20479  -3.07868  17.06970
C  -11.29297  -5.46804  17.31162
C  -11.54442  -5.38577  18.69094
C  -11.72256  -6.53130  19.46221
C  -11.67462  -7.80188  18.87108
C  -11.44057  -7.89903  17.50085
C  -11.24574  -6.76101  16.72009
C  -10.64959  -1.63046  13.02873
C  -10.71856  -1.21040  11.66741
C  -10.72169  0.14768  11.36623
C  -10.66462  1.05252  12.44083
C  -10.59739  0.57144  13.75880
N  -10.58349  -0.72268  14.08863
H  -10.53645  -5.01330  12.65240
H  -12.20542  -4.40677  12.74728
H  -11.11713  -3.82909  11.46455
H  -11.54984  -4.39651  19.15758
H  -11.91366  -6.43361  20.53592
H  -11.80198  -8.70205  19.48003
H  -11.38554  -8.87508  17.01846
H  -11.03736  -6.84583  15.66080
H  -10.79501  -1.95813  10.87791
H  -10.79519  0.50544  10.33534
H  -10.68815  2.12648  12.29399
H  -10.51838  1.27572  14.57917
Cl  -5.34085  3.89122  15.09827
C  -6.06478  2.36204  15.31001
C  -6.49146  1.61350  14.20537
C  -7.05961  0.37734  14.41644
Cl  -7.52946  -0.59055  13.07604
C  -7.31949  -0.16254  15.73248
O  -7.86808  -1.31691  15.86360
C  -6.80591  0.64784  16.83482
C  -6.88514  0.19907  18.28484
O  -9.38213  0.00553  17.94291
C  -6.18379  1.86693  16.59872
H  -6.36653  2.00461  13.18746
H  -6.77573  1.12704  18.86374
H  -5.78779  2.45388  17.43706
O  -8.82587  -2.59826  17.93194
C  -8.29504  -1.94210  18.83214
C  -8.25765  -0.38198  18.76305
C  -5.62692  -0.64333  18.66404
C  -5.43397  -2.04700  18.00004
C  -5.36584  -3.23888  18.98610
C  -6.73821  -3.63063  19.55665
N  -7.57875  -2.47160  19.86614
H  -8.43285  -0.00993  19.78198
H  -9.39692  0.98856  17.80145
H  -5.60816  -0.76126  19.75897
H  -4.77361  -0.02076  18.38379
H  -4.46102  -1.98935  17.49173
H  -6.19598  -2.21743  17.23591
H  -4.68086  -2.99865  19.80158
H  -4.96030  -4.11326  18.47007
H  -6.60972  -4.26691  20.44442
H  -7.30725  -4.19812  18.81482
H  -7.24339  -1.83933  20.58530

Summary:
* total charge: +1
* spin multiplicity: 6
* orbital gap (spin up / spin down): 7.0 / 3.6 eV
* expectation value of S²: 8.79

(3)
Entry from OMol25: C27H26CoN5O5SSe as an isolated structure (ωB97M-V/def2-TZVPD).

Cartesian coordinates (Å):
Co  0.61689  0.34743  0.83924
O  0.42684  -0.81397  4.31888
C  1.30425  0.21847  4.75583
C  0.92982  1.59552  4.24705
N  1.16560  1.82948  2.82943
C  2.60756  1.95027  2.55983
C  3.24275  0.74026  1.87753
O  4.39108  0.42976  2.18267
O  2.51740  0.16105  0.99854
C  0.45620  3.02432  2.38572
C  0.47954  3.21695  0.86335
O  0.34992  4.36066  0.44086
O  0.54933  2.14877  0.16649
H  -0.47625  -0.52598  4.48789
H  2.30553  -0.06022  4.42280
H  1.31482  0.25790  5.85065
H  1.49164  2.33042  4.84841
H  -0.13230  1.76354  4.45875
H  3.16201  2.16142  3.47824
H  2.77585  2.78613  1.87529
H  0.85652  3.94096  2.83710
H  -0.59265  2.93637  2.68768
S  -4.65882  -4.64348  1.93127
N  -4.77307  -3.06201  1.62135
C  -3.54093  -2.59927  1.54303
C  -3.17070  -1.21672  1.25895
C  -4.07672  -0.19173  0.98479
C  -3.58180  1.05579  0.68226
C  -2.20288  1.25911  0.66435
N  -1.34071  0.29285  0.94386
C  -1.81754  -0.92837  1.22501
C  -0.79682  -1.95298  1.46056
N  0.46566  -1.51410  1.40043
C  1.45263  -2.38640  1.53860
C  1.20914  -3.73741  1.78340
C  -0.08597  -4.19086  1.87518
C  -1.12341  -3.27534  1.70368
C  -2.54362  -3.60411  1.75025
N  -3.05199  -4.79879  1.98112
H  -5.13951  -0.39712  0.99759
H  -4.24043  1.87868  0.44159
H  -1.77152  2.20908  0.37810
H  2.44964  -1.97591  1.44108
H  2.04706  -4.41101  1.89215
H  -0.31614  -5.23301  2.05622
C  0.66062  1.43041  -7.27548
C  0.58081  0.91024  -5.86158
C  -0.55493  1.09273  -5.08694
C  -0.65010  0.59437  -3.78909
C  -1.89021  0.87131  -2.98307
C  0.41616  -0.13760  -3.24241
Se  0.24507  -0.97597  -1.53547
C  1.59701  -0.27523  -3.99348
C  2.81460  -0.96334  -3.43460
C  1.65010  0.23615  -5.28770
H  -0.23226  2.00258  -7.53307
H  0.74994  0.61079  -7.99335
H  1.52830  2.08036  -7.41587
H  -1.39362  1.65041  -5.49751
H  -2.58074  1.50710  -3.54362
H  -1.62217  1.37030  -2.04854
H  -2.39514  -0.05687  -2.70660
H  2.87504  -0.83417  -2.35579
H  3.71966  -0.56552  -3.90019
H  2.77892  -2.04045  -3.62434
H  2.56905  0.11604  -5.85836

Summary:
* total charge: -1
* spin multiplicity: 2
* orbital gap (spin up / spin down): 4.8 / 5.2 eV
* expectation value of S²: 0.77

(4)
Entry from OMol25: C27H26F6IrN8O4S2Se as an isolated structure at a distorted geometry (ωB97M-V/def2-TZVPD).

Cartesian coordinates (Å):
Ir  0.21672  -0.38904  -0.09558
C  -1.90036  -3.78212  -5.71940
C  -1.53615  -2.63165  -4.82725
C  -2.40436  -1.55111  -4.65377
C  -2.08862  -0.52749  -3.79169
C  -0.89047  -0.53540  -3.05109
N  -0.65802  0.41447  -2.08119
C  -0.96802  1.72539  -2.34598
C  -0.72498  2.27099  -3.62209
C  -0.95893  3.59875  -3.89206
C  -1.45442  4.45349  -2.90486
C  -1.69571  5.90796  -3.19266
C  -1.69796  3.92087  -1.64111
C  -1.46727  2.58696  -1.35792
N  -1.87855  2.08682  -0.08845
C  -2.96442  2.49725  0.60278
C  -2.96905  1.84687  1.80969
C  -1.83121  1.04011  1.78035
N  -1.16612  1.19052  0.63477
C  0.00809  -1.59678  -3.27887
C  -0.32964  -2.62516  -4.13479
N  1.32916  -1.55940  -2.74634
C  2.44100  -2.10613  -3.28924
C  3.51854  -1.72521  -2.52992
C  2.97886  -0.92274  -1.52619
N  1.66234  -0.80562  -1.67148
H  -2.56385  -3.46234  -6.52044
H  -2.42497  -4.54981  -5.14563
H  -1.01858  -4.24668  -6.15785
H  -3.34714  -1.53302  -5.18637
H  -2.78943  0.27915  -3.61652
H  -0.31244  1.62012  -4.38346
H  -0.74159  3.99123  -4.87830
H  -2.18412  6.03729  -4.15846
H  -0.74859  6.45090  -3.23600
H  -2.31347  6.37249  -2.42642
H  -2.07610  4.56837  -0.85915
H  -3.66274  3.19921  0.17778
H  -3.70510  1.92713  2.59131
H  -1.47375  0.34611  2.52100
H  0.35401  -3.45394  -4.27351
H  2.39815  -2.69743  -4.18785
H  4.55215  -1.98052  -2.68721
H  3.47915  -0.42348  -0.71212
F  -2.38765  -2.01475  3.09386
C  -2.85910  -2.83060  2.14793
F  -3.29574  -3.93826  2.69950
F  -3.83815  -2.21759  1.50309
S  -1.51192  -3.22691  0.93528
O  -1.43483  -2.01782  0.10101
O  -1.86670  -4.44758  0.31185
N  -0.22568  -3.39497  1.86393
S  0.82149  -2.26926  1.96708
O  1.72261  -2.15368  0.82548
O  0.30722  -0.94895  2.37497
C  1.83886  -2.78711  3.41035
F  1.16186  -2.54244  4.52295
F  2.17336  -4.05089  3.34626
F  2.93258  -2.01859  3.39536
C  4.97260  0.78171  3.93813
N  3.71692  0.87473  4.69600
C  3.59723  0.68992  6.03832
C  2.27712  0.83024  6.35111
N  1.61702  1.10747  5.19349
C  0.16581  1.28209  5.07602
C  2.49880  1.13817  4.16941
Se  2.11919  1.44862  2.39152
H  5.77919  0.60123  4.64178
H  5.15741  1.71056  3.40870
H  4.91155  -0.04025  3.23095
H  4.44028  0.47917  6.67421
H  1.77375  0.74804  7.29956
H  -0.20594  1.72585  5.99444
H  -0.30709  0.31587  4.91311
H  -0.04408  1.93860  4.23792

Summary:
* total charge: +2
* spin multiplicity: 6
* orbital gap (spin up / spin down): 8.6 / 5.3 eV
* expectation value of S²: 8.81